{"formula": "C28H29BrFN8O3SSr", "method": "wB97M-V/def2-TZVPD", "charge": 1, "lumo_ev": -3.37, "multiplicity": 1, "e_above_lowest_kcal_mol": 7.3, "homo_lumo_gap_ev": 5.5, "elements": ["Sr", "N", "C", "S", "N", "N", "C", "C", "C", "C", "C", "C", "N", "H", "H", "H", "H", "H", "H", "H", "C", "C", "N", "C", "C", "C", "O", "O", "C", "O", "C", "C", "C", "F", "C", "C", "C", "N", "C", "C", "N", "C", "C", "H", "H", "H", "H", "H", "H", "H", "H", "H", "H", "H", "H", "H", "H", "H", "H", "H", "H", "Br", "C", "C", "C", "C", "N", "C", "H", "H", "H", "H"], "xyz": [[-2.7061, 1.2449, -2.5410], [-3.5494, 4.9387, -5.4018], [-3.4887, 4.1799, -4.2889], [-4.5878, 2.8500, -4.2114], [-2.5795, 4.6077, -3.4058], [-2.5289, 3.8181, -2.3196], [-1.9099, 4.2201, -1.2746], [-1.9985, 3.4240, -0.0381], [-1.3666, 3.8785, 1.1194], [-1.5393, 3.1876, 2.3053], [-2.3380, 2.0542, 2.3102], [-2.9180, 1.6624, 1.1123], [-2.7620, 2.3167, -0.0303], [-4.2503, 4.7469, -6.0928], [-2.9909, 5.7739, -5.4534], [-1.4395, 5.2024, -1.2432], [-0.7636, 4.7758, 1.0801], [-1.0656, 3.5434, 3.2111], [-2.5266, 1.4861, 3.2103], [-3.5389, 0.7734, 1.0717], [-0.0173, -5.0713, 1.8205], [0.8079, -4.5603, 0.6534], [0.4309, -3.2042, 0.2469], [-0.4588, -3.0466, -0.7628], [-0.9446, -1.8616, -1.2129], [-1.9571, -1.8814, -2.3498], [-1.7853, -2.6843, -3.2597], [-2.8829, -1.0236, -2.2217], [-0.4136, -0.6479, -0.6698], [-0.6454, 0.4965, -1.0898], [0.5047, -0.8205, 0.4718], [0.9622, 0.3272, 1.1267], [1.7946, 0.1945, 2.1994], [2.1854, 1.2937, 2.8883], [2.2350, -1.0605, 2.6432], [1.7810, -2.1944, 2.0045], [0.8999, -2.0908, 0.9146], [3.1264, -1.2245, 3.7526], [2.5055, -1.6161, 5.0029], [3.5328, -2.2936, 5.8884], [4.6943, -1.3498, 6.0885], [5.2893, -0.9045, 4.7709], [4.1893, -0.2610, 3.9517], [0.2911, -6.0835, 2.0819], [-1.0763, -5.0962, 1.5661], [0.0991, -4.4398, 2.7021], [0.6801, -5.1950, -0.2218], [1.8759, -4.5684, 0.8739], [-0.7834, -3.9612, -1.2441], [0.6220, 1.2958, 0.7849], [2.1463, -3.1479, 2.3549], [1.6954, -2.3183, 4.8118], [2.0664, -0.7550, 5.5358], [3.9500, -3.1772, 5.4087], [3.1461, -2.5468, 6.8736], [5.4094, -1.7899, 6.6684], [4.3687, -0.5251, 6.5993], [5.6807, -1.8040, 4.2992], [6.1008, -0.2185, 5.0060], [4.6030, 0.0379, 2.9893], [3.8581, 0.6593, 4.4535], [-1.3194, 3.5695, -8.2340], [-1.5915, 2.0104, -7.2131], [-1.9417, 0.8157, -7.8224], [-2.1203, -0.2975, -7.0205], [-1.9459, -0.1745, -5.6511], [-1.6167, 0.9819, -5.0721], [-1.4470, 2.0576, -5.8374], [-2.0699, 0.7684, -8.8951], [-2.3955, -1.2544, -7.4401], [-2.0736, -1.0307, -4.9949], [-1.1977, 2.9881, -5.3401]], "atomic_forces_ev_per_a": [[-0.0360, 0.4689, -0.2081], [0.0860, 0.0370, 0.0138], [-0.1279, 0.0463, -0.2251], [0.1223, 0.0154, 0.0838], [0.0566, -0.1527, 0.1905], [-0.0870, -0.0100, 0.0674], [-0.1141, 0.1242, 0.0370], [-0.0653, 0.2018, -0.0425], [0.0344, -0.0316, 0.0316], [0.0026, 0.0259, -0.0691], [-0.0376, -0.0380, -0.0317], [0.0683, -0.0987, 0.1145], [0.1593, 0.0805, -0.1705], [-0.0025, -0.0088, 0.0143], [-0.0064, 0.0008, -0.0063], [0.0700, -0.0427, 0.0368], [-0.0023, 0.0075, -0.0084], [-0.0083, -0.0296, 0.0285], [0.0210, 0.0221, 0.0214], [0.0006, 0.0049, -0.0058], [0.0007, -0.0681, 0.0609], [0.0666, 0.0631, -0.0997], [0.0783, 0.0030, 0.1043], [-0.1139, 0.0181, -0.1526], [0.1738, -0.2005, 0.0090], [0.2255, -0.0431, 0.0477], [-0.0489, -0.1004, 0.0427], [-0.2237, -0.3944, -0.0169], [0.0181, 0.1897, 0.0623], [-0.1467, -0.0959, -0.1496], [-0.0446, 0.0698, -0.0348], [0.0436, -0.1589, 0.0562], [-0.0429, -0.0530, 0.0776], [0.0454, -0.0023, 0.0028], [0.1274, 0.0775, 0.1045], [-0.0135, 0.1577, -0.1420], [-0.0178, -0.0477, 0.0242], [-0.1208, -0.0743, -0.0369], [-0.0456, 0.0452, 0.0408], [0.1517, 0.0636, 0.0360], [-0.0130, 0.0067, -0.0107], [-0.0175, -0.0905, 0.2064], [0.0616, 0.0530, -0.1441], [-0.0004, -0.0044, 0.0065], [-0.0043, 0.0102, -0.0320], [0.0050, 0.0175, 0.0030], [-0.0508, -0.0155, 0.0286], [-0.0204, -0.0204, 0.0194], [-0.0121, 0.0125, -0.0194], [0.0053, 0.0244, 0.0062], [-0.0125, -0.0441, -0.0197], [0.0304, -0.0090, -0.0068], [0.0053, 0.0001, 0.0037], [-0.0710, -0.0270, -0.0001], [-0.0505, -0.0062, -0.0251], [-0.0061, -0.0047, -0.0158], [0.0008, -0.0009, -0.0151], [0.0004, 0.0402, -0.0582], [-0.0085, 0.0331, -0.0766], [-0.0023, -0.0180, 0.0054], [-0.0552, 0.0028, 0.0188], [0.0013, 0.0305, -0.0247], [-0.0165, -0.1200, 0.0614], [0.0268, 0.1002, 0.0066], [0.0080, -0.0174, 0.0497], [0.0172, -0.0762, -0.0175], [-0.0916, -0.0259, 0.3070], [0.0453, 0.0907, -0.0918], [-0.0045, -0.0225, -0.0023], [0.0001, 0.0083, -0.0352], [-0.0107, -0.0046, -0.0194], [-0.0059, 0.0047, -0.0172]], "lowdin_charge": [1.38, 0.07, -0.94, 0.46, -0.03, -0.17, -0.11, -0.27, -0.03, -0.07, -0.07, -0.13, 0.03, 0.08, 0.10, 0.12, 0.11, 0.11, 0.10, 0.12, -0.06, -0.19, -0.04, 0.04, -0.02, -0.65, 0.04, -0.25, -0.30, -0.06, -0.04, 0.09, -0.19, 0.06, -0.16, 0.06, -0.12, -0.10, -0.14, -0.08, 0.06, -0.08, -0.15, 0.08, 0.09, 0.06, 0.13, 0.12, 0.15, 0.14, 0.12, 0.14, 0.14, 0.14, 0.14, 0.18, 0.18, 0.14, 0.14, 0.15, 0.13, 0.76, -0.67, -0.09, -0.03, -0.12, -0.02, -0.21, 0.11, 0.11, 0.09, 0.10]}

---

{"formula": "C2H3NO2", "method": "wB97M-V/def2-TZVPD", "lumo_ev": [-0.57, -0.63], "multiplicity": 1, "e_above_lowest_kcal_mol": 75.9, "homo_lumo_gap_ev": [9.2, 9.1], "elements": ["C", "C", "N", "O", "O", "H", "H", "H"], "xyz": [[0.6185, -1.5973, -1.4324], [-0.3762, 0.9891, 0.8666], [-0.1196, -0.3187, 1.0828], [-0.4274, -1.2475, -1.7371], [1.6772, -1.9508, -1.1826], [0.4574, 1.4875, 0.3425], [-1.2827, 1.1102, 0.2456], [-0.5473, 1.5274, 1.8147]], "atomic_forces_ev_per_a": [[0.1652, -0.0838, -0.1156], [-0.3528, 1.3410, -0.2889], [0.3454, -1.4732, 0.2828], [-1.6949, 0.5710, -0.4159], [1.5140, -0.5056, 0.4963], [-0.0228, 0.0457, 0.0009], [0.0580, 0.0564, 0.0286], [-0.0121, 0.0484, 0.0118]], "lowdin_charge": [-0.48, -0.29, 0.11, 0.19, 0.21, 0.09, 0.09, 0.08]}

---

{"formula": "C5H14N4", "method": "wB97M-V/def2-TZVPD", "lumo_ev": 0.90, "smiles": "[H]/N=C(/N)NN.C=C(C)C", "multiplicity": 1, "e_above_lowest_kcal_mol": 28.2, "homo_lumo_gap_ev": 9.7, "elements": ["H", "N", "C", "N", "N", "N", "H", "H", "H", "H", "H", "C", "C", "C", "C", "H", "H", "H", "H", "H", "H", "H", "H"], "xyz": [[-2.0480, -0.7113, -1.0883], [-1.1862, -1.2461, -1.1554], [-0.6535, -1.4274, -0.0051], [0.4529, -2.2553, 0.1377], [-1.2850, -1.1640, 1.2198], [-2.3035, -0.1884, 1.1668], [0.7254, -2.6878, -0.7311], [0.4208, -2.8897, 0.9215], [-0.6254, -1.0806, 1.9911], [-1.9242, 0.7571, 1.1721], [-2.9216, -0.3088, 1.9621], [0.7991, 1.2937, 1.0635], [0.8479, 0.9974, -0.2290], [2.0029, 0.2727, -0.8551], [-0.0098, 1.7595, -1.2461], [1.3496, 0.7409, 1.8067], [0.1319, 2.0484, 1.4533], [1.6257, -0.4089, -1.6131], [2.5612, -0.2872, -0.1057], [2.6785, 0.9785, -1.3373], [0.6400, 2.3367, -1.9013], [-0.7208, 2.4209, -0.7603], [-0.5581, 1.0498, -1.8668]], "atomic_forces_ev_per_a": [[0.1521, 0.1078, 0.2133], [0.7500, 0.2590, 0.2569], [-1.9152, -1.7407, -0.4828], [0.3727, 0.5157, 0.2144], [0.3812, 0.2907, 0.1620], [0.0463, -0.0260, 0.1030], [-0.1014, -0.0053, 0.0485], [-0.0398, 0.0480, -0.0966], [-0.1264, 0.2683, -0.2185], [0.1199, -0.1421, 0.1013], [0.1181, -0.0718, -0.2089], [-0.4584, -0.3915, 0.2441], [0.5062, 1.9326, -0.9507], [-0.4070, -0.6984, 0.3592], [0.3157, -0.6159, 0.4851], [0.5166, 0.0338, 0.0390], [-0.3250, 0.0054, -0.0167], [0.1281, -0.1551, -0.1640], [0.0318, -0.0554, -0.0915], [-0.0799, 0.1633, -0.0106], [0.0283, 0.1377, -0.0500], [-0.0622, 0.1208, 0.0656], [0.0483, 0.0189, -0.0022]], "lowdin_charge": [0.03, 0.11, -0.59, 0.11, -0.06, 0.01, 0.09, 0.09, 0.12, 0.06, 0.08, 0.00, -0.44, -0.09, -0.07, 0.06, 0.06, 0.07, 0.07, 0.08, 0.08, 0.07, 0.06]}

---

{"formula": "C15H18Cl2N3O3S", "method": "wB97M-V/def2-TZVPD", "charge": -1, "lumo_ev": 1.38, "multiplicity": 1, "homo_lumo_gap_ev": 2.5, "elements": ["C", "C", "C", "Cl", "N", "C", "N", "C", "C", "C", "N", "C", "C", "C", "S", "C", "C", "C", "C", "Cl", "H", "H", "H", "H", "H", "H", "H", "H", "H", "H", "H", "H", "H", "H", "H", "H", "H", "H", "C", "O", "O", "O"], "xyz": [[3.8443, -1.7842, 1.8479], [2.6929, -1.0537, 1.1428], [1.5066, -2.0033, 0.7517], [2.1889, -3.3470, -0.2158], [0.5313, -1.2001, 0.0245], [0.4620, 0.1444, 0.0522], [-0.5460, 0.6388, -0.6689], [-0.7894, 2.0160, -0.7354], [-2.0176, 2.6370, -1.0816], [-2.0736, 4.0071, -1.1272], [-1.1110, 4.9123, -0.8448], [0.0222, 4.2725, -0.5224], [0.2550, 2.9013, -0.4741], [-1.1866, -0.4813, -1.2456], [-2.5666, -0.3845, -2.3549], [-0.5327, -1.5917, -0.7883], [-0.9195, -3.0197, -1.1240], [-2.0474, -3.5912, -0.1864], [-3.4600, -3.0813, -0.5631], [-1.7094, -2.9942, 1.4943], [4.6351, -1.0331, 2.0112], [4.3030, -2.5865, 1.2614], [3.5623, -2.1210, 2.8568], [2.3077, -0.3126, 1.8597], [3.0004, -0.5672, 0.2057], [1.0505, -2.3145, 1.6994], [1.0800, 0.8588, 0.5895], [-2.9012, 2.0446, -1.3060], [-3.0361, 4.4418, -1.4322], [0.8753, 4.9212, -0.2595], [1.2479, 2.5294, -0.2148], [-2.0375, -0.9228, -3.4815], [-1.3770, -2.9767, -2.1266], [-0.0724, -3.7029, -1.2020], [-2.0939, -4.6846, -0.2215], [-3.5011, -2.9701, -1.6549], [-3.6325, -2.0865, -0.1327], [-4.2560, -3.7588, -0.2324], [2.0788, 4.5999, 2.0883], [2.1610, 5.6827, 1.4412], [1.8046, 4.5267, 3.3406], [2.2574, 3.4346, 1.5296]], "atomic_forces_ev_per_a": [[0.4390, 0.7878, 0.0803], [-0.4149, -0.8462, 0.0257], [1.1709, 1.6155, 1.0359], [-0.4932, 0.1381, 0.1753], [-1.2176, 0.2081, -1.3879], [0.8269, 1.4963, 0.9732], [-0.0944, -1.7993, -0.1203], [-0.3340, 2.3464, -0.4815], [0.4002, -1.3507, 0.2129], [-1.3627, 1.1386, -0.3429], [0.1300, -2.3610, -0.1289], [1.3947, 1.7244, 0.3604], [-0.1102, -1.0161, -0.1778], [0.0685, 0.1394, -0.1082], [0.2873, 0.0508, 0.0344], [-0.2894, -1.1487, -0.3515], [-0.9143, 0.0563, -0.0776], [-0.3482, 0.9060, -0.4047], [0.4008, 0.1893, -0.1903], [-0.0520, -0.7545, 0.0429], [-0.2515, -0.2435, -0.0363], [-0.3125, 0.0614, 0.1770], [-0.0561, -0.1540, -0.4369], [0.0935, -0.0073, -0.4327], [0.1897, 0.0241, 0.4476], [0.0043, -0.7566, -0.5919], [0.0769, -0.5325, 0.2305], [0.1257, 0.3159, 0.0613], [0.2927, -0.1504, 0.1712], [-0.1974, -0.3106, 0.1668], [-0.0144, 0.8002, 0.0361], [0.2338, 0.1850, 0.4058], [0.2518, -0.0968, 0.2581], [-0.1450, 0.2893, 0.3015], [0.5391, 0.2374, 0.3183], [-0.2143, -0.1822, 0.3066], [-0.0042, -0.2994, -0.1552], [0.3051, 0.1190, 0.0624], [-0.3092, -0.7974, 1.4509], [-0.1000, 0.2109, -0.5592], [0.0191, 0.7076, 0.1229], [-0.0146, -0.9404, -1.4743]], "lowdin_charge": [-0.12, -0.25, -0.60, 0.70, -0.01, 0.00, 0.03, -0.19, -0.06, -0.18, 0.09, -0.09, 0.01, -0.46, 0.86, -0.25, -0.17, -0.64, -0.16, 0.64, 0.09, 0.04, 0.08, 0.13, 0.12, 0.10, 0.15, 0.05, 0.10, 0.10, 0.08, -0.10, 0.10, 0.06, 0.10, 0.05, 0.06, 0.08, -1.02, -0.15, -0.17, -0.20]}

---

Going through the records in order, we get energy values of -4850.8685 -283.1371 -417.8836 -2290.8373 Eh.